Entry 1:
{"formula": "C26H60ClNO6", "method": "ωB97M-V/def2-TZVPD", "smiles": "CCCCCCN(C[C@H](C)Cl)C(=O)O.CCOCC.CCOCC.CCOCC.CCOCC", "energy_ha": -1992.967020, "charge": 0, "lumo_energy_ev": 0.54, "e_homo_ev": -9.4, "multiplicity": 1, "symbols": ["C", "C", "C", "C", "C", "C", "N", "C", "C", "C", "Cl", "C", "O", "O", "H", "H", "H", "H", "H", "H", "H", "H", "H", "H", "H", "H", "H", "H", "H", "H", "H", "H", "H", "H", "C", "C", "O", "C", "C", "H", "H", "H", "H", "H", "H", "H", "H", "H", "H", "C", "C", "O", "C", "C", "H", "H", "H", "H", "H", "H", "H", "H", "H", "H", "C", "C", "O", "C", "C", "H", "H", "H", "H", "H", "H", "H", "H", "H", "H", "C", "C", "O", "C", "C", "H", "H", "H", "H", "H", "H", "H", "H", "H", "H"], "coordinates": [[0.02632, -2.72034, 3.54490], [-1.05872, -1.68056, 3.81059], [-1.97754, -1.48640, 2.60161], [-3.12741, -2.50367, 2.57599], [-3.64388, -2.90066, 1.18825], [-3.73338, -1.77424, 0.15649], [-2.47911, -1.58418, -0.59903], [-2.21440, -2.58690, -1.63323], [-0.96259, -3.42318, -1.29436], [0.18035, -3.28038, -2.30355], [-1.40270, -5.16139, -1.09748], [-2.22829, -0.24547, -0.90736], [-1.91594, 0.59373, -0.10873], [-2.40523, 0.05323, -2.22514], [-0.40041, -3.70799, 3.34912], [0.72526, -2.80379, 4.37827], [0.60031, -2.43653, 2.65841], [-1.65406, -1.98722, 4.67737], [-0.57598, -0.73242, 4.05801], [-1.38324, -1.56342, 1.68780], [-2.38260, -0.47201, 2.60630], [-3.96115, -2.11822, 3.17164], [-2.79986, -3.41424, 3.08802], [-3.00800, -3.68918, 0.77472], [-4.64043, -3.34016, 1.28522], [-3.98199, -0.82276, 0.63047], [-4.53801, -1.99823, -0.55502], [-2.06267, -2.08830, -2.58720], [-3.08060, -3.24146, -1.73759], [-0.62539, -3.10296, -0.31111], [-0.00034, -2.44279, -2.97825], [1.12746, -3.10991, -1.79438], [0.29188, -4.17644, -2.91170], [-1.89474, 0.85505, -2.40352], [-5.40485, 0.19528, -3.76075], [-4.49708, 0.64657, -4.89068], [-4.73615, -0.00406, -6.12670], [-6.03198, 0.16144, -6.67498], [-6.40292, 1.60444, -6.97134], [-5.33152, -0.88474, -3.62187], [-5.10694, 0.68303, -2.83231], [-6.45031, 0.44470, -3.94788], [-3.46342, 0.40188, -4.64743], [-4.55349, 1.73530, -5.01001], [-6.78792, -0.29881, -6.02821], [-6.01368, -0.41298, -7.60141], [-6.46625, 2.20748, -6.06471], [-7.37798, 1.64046, -7.45895], [-5.66634, 2.06094, -7.63382], [2.07963, 0.70897, -1.17700], [3.18869, -0.10538, -1.81956], [2.79580, -0.79601, -2.99653], [2.33822, 0.00985, -4.06534], [3.36916, 0.99691, -4.58625], [1.21638, 0.08022, -0.94947], [2.44176, 1.14471, -0.24535], [1.74592, 1.52915, -1.81487], [3.51553, -0.88685, -1.13380], [4.06202, 0.52621, -2.01342], [1.41791, 0.53906, -3.78741], [2.07391, -0.69765, -4.85230], [3.63511, 1.74459, -3.83793], [2.96949, 1.52510, -5.45303], [4.27882, 0.47497, -4.88629], [8.27331, 0.74894, -0.98608], [6.98531, 1.54280, -0.85443], [6.13381, 1.09872, 0.18735], [6.67319, 1.14935, 1.49719], [7.07037, 2.54304, 1.95186], [8.05704, -0.31196, -1.11779], [8.83297, 1.09885, -1.85457], [8.91711, 0.86137, -0.11294], [6.39043, 1.43149, -1.76214], [7.20557, 2.61110, -0.74583], [7.52139, 0.46188, 1.59283], [5.87809, 0.76456, 2.13614], [7.88866, 2.95229, 1.35805], [7.40241, 2.50964, 2.99030], [6.22245, 3.22548, 1.88038], [-0.24373, 1.67656, 8.39584], [0.64745, 1.67376, 7.16568], [-0.03062, 1.37085, 5.95991], [-1.07814, 2.25106, 5.59244], [-0.63708, 3.68931, 5.38312], [-0.76005, 0.72100, 8.49632], [0.36234, 1.83854, 9.28831], [-0.99328, 2.46805, 8.35929], [1.40319, 0.89339, 7.25879], [1.18121, 2.62768, 7.08129], [-1.89561, 2.20612, 6.32162], [-1.46308, 1.84306, 4.65705], [-0.27484, 4.14705, 6.30467], [-1.48012, 4.28417, 5.02931], [0.15978, 3.74043, 4.64010]], "lowdin_charge": [-0.11, -0.26, -0.22, -0.20, -0.17, -0.15, -0.06, -0.19, -0.68, -0.11, 0.59, -0.56, 0.12, 0.08, 0.07, 0.07, 0.07, 0.11, 0.09, 0.09, 0.10, 0.11, 0.10, 0.08, 0.11, 0.13, 0.12, 0.11, 0.11, 0.09, 0.07, 0.07, 0.06, 0.13, -0.08, -0.28, -0.16, -0.28, -0.08, 0.08, 0.07, 0.07, 0.10, 0.11, 0.11, 0.12, 0.07, 0.08, 0.08, -0.07, -0.27, -0.17, -0.29, -0.08, 0.07, 0.08, 0.07, 0.12, 0.09, 0.10, 0.12, 0.07, 0.08, 0.08, -0.08, -0.28, -0.17, -0.28, -0.08, 0.08, 0.08, 0.07, 0.11, 0.11, 0.11, 0.12, 0.07, 0.08, 0.08, -0.08, -0.28, -0.17, -0.28, -0.08, 0.08, 0.08, 0.07, 0.12, 0.11, 0.11, 0.11, 0.07, 0.08, 0.08]}



Entry 2:
{"formula": "C26H60N2O6", "method": "ωB97M-V/def2-TZVPD", "smiles": "CCC(C#N)(CC)CC#N.CC(C)O.CC(C)O.CC(C)O.CC(C)O.CC(C)O.CC(C)O", "energy_ha": -1587.319077, "charge": 0, "lumo_energy_ev": 0.36, "e_homo_ev": -9.7, "multiplicity": 1, "symbols": ["C", "C", "C", "C", "N", "C", "C", "C", "C", "N", "H", "H", "H", "H", "H", "H", "H", "H", "H", "H", "H", "H", "C", "C", "C", "O", "H", "H", "H", "H", "H", "H", "H", "H", "C", "C", "C", "O", "H", "H", "H", "H", "H", "H", "H", "H", "C", "C", "C", "O", "H", "H", "H", "H", "H", "H", "H", "H", "C", "C", "C", "O", "H", "H", "H", "H", "H", "H", "H", "H", "C", "C", "C", "O", "H", "H", "H", "H", "H", "H", "H", "H", "C", "C", "C", "O", "H", "H", "H", "H", "H", "H", "H", "H"], "coordinates": [[-0.29033, -2.76396, 0.02181], [-0.60681, -1.91892, -1.34679], [-1.67131, -0.68410, -1.17272], [-2.02935, -0.10737, -2.68867], [-2.30322, 0.26977, -3.92081], [-3.05110, -1.06105, -0.37201], [-4.34206, -1.37122, -1.38751], [-0.92298, 0.55075, -0.36123], [-0.87798, 1.87258, -1.37652], [-0.50250, 3.02575, -1.89048], [-0.42899, -2.02379, 0.94285], [-0.88145, -3.76775, 0.13487], [0.86533, -3.06177, 0.04600], [0.42752, -1.42209, -1.67549], [-0.92399, -2.63938, -2.24415], [-2.96098, -2.00993, 0.33549], [-3.43187, -0.18504, 0.34394], [-5.22485, -1.73229, -0.66965], [-4.72541, -0.38033, -1.93057], [-4.09647, -2.17976, -2.19853], [-1.54016, 0.86558, 0.60827], [0.16670, 0.22509, -0.00342], [-3.94783, 3.12102, -6.92767], [-3.14720, 2.19861, -7.83295], [-4.01782, 1.09177, -8.40590], [-2.07654, 1.62086, -7.09059], [-4.36388, 2.57039, -6.07643], [-3.30576, 3.90535, -6.51277], [-4.77016, 3.59369, -7.47356], [-2.70408, 2.77848, -8.64992], [-4.43637, 0.46909, -7.60713], [-3.42566, 0.42849, -9.04556], [-4.84226, 1.50351, -8.99616], [-2.46061, 1.10407, -6.36299], [3.21451, 0.85495, 0.60254], [2.80818, 1.64358, 1.83719], [4.00446, 1.92929, 2.73086], [1.83616, 0.90379, 2.57143], [3.64312, -0.11460, 0.88032], [2.34159, 0.64594, -0.02507], [3.95034, 1.40460, 0.00750], [2.34155, 2.58718, 1.53405], [4.46113, 0.99786, 3.08419], [3.69505, 2.48671, 3.62153], [4.76402, 2.51118, 2.19971], [2.24174, 0.06424, 2.84470], [-5.65634, -3.29192, -7.27929], [-6.40665, -2.91546, -6.01173], [-7.33933, -1.73845, -6.24864], [-5.47059, -2.57834, -4.99127], [-5.03566, -2.45933, -7.62921], [-4.97984, -4.13238, -7.09076], [-6.34853, -3.57194, -8.07935], [-6.98336, -3.77624, -5.65606], [-6.77838, -0.85070, -6.56199], [-7.86344, -1.47072, -5.32486], [-8.08203, -1.97182, -7.01777], [-4.95401, -1.81491, -5.29839], [4.51858, 2.99859, 6.66202], [5.89896, 2.36324, 6.61453], [6.85341, 3.03802, 7.58668], [6.42090, 2.46585, 5.29231], [4.56429, 4.05670, 6.38055], [3.84579, 2.51099, 5.94847], [4.08293, 2.92190, 7.66301], [5.82187, 1.29720, 6.85462], [6.98199, 4.09754, 7.33802], [7.84623, 2.57851, 7.53274], [6.48784, 2.96253, 8.61542], [6.49280, 3.40906, 5.07056], [3.16490, 1.83856, 11.87092], [3.32513, 3.19855, 11.21050], [2.07261, 4.04475, 11.37329], [3.59783, 3.02063, 9.82298], [2.34031, 1.27727, 11.41716], [4.06928, 1.23589, 11.73510], [2.96967, 1.94080, 12.94287], [4.18219, 3.72166, 11.64849], [1.20923, 3.56175, 10.90187], [2.19781, 5.01592, 10.88249], [1.84458, 4.21320, 12.43031], [2.84207, 2.55687, 9.42580], [2.22067, -5.63793, -3.50892], [0.92813, -4.88367, -3.77690], [0.57523, -4.89667, -5.25564], [1.06807, -3.53542, -3.33661], [3.06077, -5.17718, -4.04075], [2.46865, -5.60971, -2.44249], [2.13993, -6.68335, -3.82233], [0.11294, -5.33388, -3.20001], [1.35694, -4.40961, -5.84949], [-0.35063, -4.33966, -5.43525], [0.44511, -5.91984, -5.62149], [1.78978, -3.12772, -3.84347]], "lowdin_charge": [-0.13, -0.21, -0.38, -0.10, 0.12, -0.19, -0.14, -0.11, -0.14, 0.08, 0.09, 0.08, 0.09, 0.12, 0.12, 0.12, 0.12, 0.09, 0.09, 0.08, 0.13, 0.11, -0.07, -0.50, -0.07, -0.07, 0.08, 0.08, 0.08, 0.14, 0.06, 0.08, 0.08, 0.05, -0.06, -0.50, -0.07, -0.07, 0.08, 0.05, 0.09, 0.14, 0.09, 0.06, 0.09, 0.09, -0.06, -0.50, -0.06, -0.07, 0.07, 0.08, 0.08, 0.14, 0.07, 0.08, 0.08, 0.09, -0.06, -0.49, -0.06, -0.07, 0.09, 0.07, 0.05, 0.14, 0.08, 0.08, 0.08, 0.09, -0.07, -0.50, -0.07, -0.08, 0.08, 0.08, 0.08, 0.14, 0.08, 0.08, 0.08, 0.09, -0.07, -0.50, -0.06, -0.08, 0.08, 0.08, 0.08, 0.14, 0.08, 0.08, 0.08, 0.10]}